# 1
20
Properties=species:S:1:pos:R:3:forces:R:3 method="wB97M-V/def2-TZVPD" e_tot_ha=-403.2726 gap_ev=10.3993 de_lowest_kcal_mol=38.5 charge=0 lumo_energy_ha=0.0347 smiles="NC(=O)[C@H]1C[C@H]1C1CC1"
N -1.985910 0.682124 -1.914049 -1.31 0.88 -1.16
C -1.455766 -0.404547 -1.325277 -0.97 -0.65 2.91
C 0.011375 -0.667355 -1.405949 0.30 -0.21 -0.01
C 1.078676 0.392151 -1.495516 0.13 0.11 -0.35
C 0.909299 -0.370076 -0.216941 -0.07 -0.36 0.07
C 0.374685 0.303290 1.007582 -0.17 0.08 -0.10
C -0.100868 -0.526178 2.169234 -0.10 -0.12 0.06
C 1.172989 0.268390 2.281448 0.20 0.11 0.17
H 0.211988 -1.615892 -1.906934 -0.02 0.27 0.09
H 1.938188 0.174521 -2.129907 -0.23 0.14 0.18
H 0.786324 1.444388 -1.485319 0.04 -0.28 0.00
H 1.649716 -1.147137 -0.009582 -0.18 0.23 -0.04
H -0.181344 1.225007 0.818364 0.10 -0.24 0.04
H -0.976191 -0.181838 2.721001 0.27 -0.12 -0.19
H -0.017243 -1.610956 2.077773 -0.05 0.36 -0.01
H 2.116767 -0.280326 2.268737 -0.27 0.18 0.00
H 1.173433 1.158988 2.910815 0.02 -0.28 -0.18
O -2.191063 -1.083562 -0.595272 0.98 -0.32 -1.37
H -1.485794 1.558579 -1.855871 -0.17 -0.18 -0.49
H -3.029259 0.680428 -1.914337 1.51 0.39 0.38

=====

# 2
16
Properties=species:S:1:pos:R:3:forces:R:3 method="wB97M-V/def2-TZVPD" e_tot_ha=-437.7697 gap_ev=7.7243 de_lowest_kcal_mol=22.4 charge=-1 lumo_energy_ha=0.1283
O 4.752348 1.976229 3.673059 -0.10 0.15 -0.21
C 3.999809 2.235079 2.745439 -0.36 -0.23 -0.17
N 2.970899 1.443449 2.357739 0.12 0.54 -0.30
C 2.683549 0.195440 3.038849 -0.28 -0.32 -0.02
H 4.092158 3.159059 2.124609 -0.03 -0.39 0.27
H 2.395599 1.746299 1.567899 0.18 -0.26 0.37
H 3.542188 -0.494050 2.975919 -0.27 0.28 0.08
H 1.811559 -0.284260 2.563309 0.40 0.32 0.15
H 2.451349 0.371990 4.102579 0.16 -0.06 -0.37
O -0.560660 0.657560 -0.449670 0.24 0.63 -0.26
O 0.502300 2.611779 -0.927380 -0.29 -0.50 0.09
C -0.381960 1.727509 -1.093750 0.09 -0.13 0.22
C -1.412060 2.012169 -2.221369 -0.03 -0.05 -0.33
H -2.256829 2.576679 -1.792069 0.24 -0.17 -0.16
H -0.962220 2.612739 -3.029799 -0.15 -0.11 0.37
H -1.799199 1.074150 -2.653629 0.08 0.30 0.27

=====

# 3
37
Properties=species:S:1:pos:R:3:forces:R:3 method="wB97M-V/def2-TZVPD" e_tot_ha=-749.2137 gap_ev=9.1019 charge=+1 lumo_energy_ha=-0.0987
Cs -0.428494 -0.512131 -0.409948 0.58 0.70 0.33
C 0.272048 4.080659 -1.491792 0.02 -0.05 -0.18
C -0.064579 3.638851 -0.075018 -0.01 0.07 0.07
C -0.130392 4.861371 0.843007 0.02 0.07 0.05
C 0.877367 2.586489 0.485506 -0.07 -0.01 -0.08
C 1.924093 2.039878 -0.250079 -0.10 -0.03 -0.06
C 2.706610 1.011955 0.265616 -0.03 -0.06 -0.09
C 2.472416 0.491720 1.532655 -0.01 0.07 -0.07
C 3.291937 -0.641930 2.070272 0.13 -0.18 0.09
C 1.438682 1.056018 2.278959 0.01 -0.10 0.10
C 0.664346 2.082679 1.770870 -0.13 -0.02 -0.10
H -0.439048 4.834486 -1.826458 -0.04 -0.01 0.01
H 0.238579 3.258746 -2.210941 -0.02 -0.01 0.02
H 1.265945 4.526528 -1.552837 0.03 0.02 0.08
H -1.063655 3.176655 -0.098999 0.03 0.12 0.03
H 0.853390 5.325292 0.925094 0.05 0.00 -0.03
H -0.459482 4.614897 1.850796 -0.02 -0.03 0.01
H -0.816005 5.607235 0.442729 -0.04 -0.01 -0.02
H 2.115811 2.385157 -1.257271 0.07 0.07 0.03
H 3.497547 0.596195 -0.348975 0.06 0.03 0.06
H 4.299985 -0.630935 1.658935 0.01 0.01 -0.01
H 2.853255 -1.612559 1.821069 -0.01 0.03 -0.01
H 3.370424 -0.597199 3.155313 0.00 0.02 0.02
H 1.234908 0.682573 3.276095 0.04 0.01 0.02
H -0.139948 2.482073 2.377020 0.01 0.03 0.01
C -3.410716 -5.141587 -2.839479 -0.09 0.04 -0.15
O -3.064406 -3.805582 -2.466380 0.07 0.04 0.12
C -2.379267 -3.550758 -1.351246 -0.16 -0.12 -0.16
O -2.034007 -2.408160 -1.121294 -0.42 -0.46 -0.21
N -2.103049 -4.598013 -0.537010 0.01 -0.18 0.00
N -1.346003 -4.386904 0.619166 -0.01 0.01 0.02
H -3.878457 -5.050484 -3.816427 0.03 -0.04 0.07
H -4.138811 -5.562676 -2.143828 0.06 -0.06 0.01
H -2.518536 -5.763679 -2.928178 -0.06 -0.03 0.05
H -2.498235 -5.507530 -0.716248 0.04 0.06 0.02
H -0.551415 -5.015972 0.626300 -0.07 0.02 -0.02
H -1.912840 -4.553363 1.443003 0.02 0.01 -0.04

=====

# 4
12
Properties=species:S:1:pos:R:3:forces:R:3 method="wB97M-V/def2-TZVPD" e_tot_ha=-398.1814 gap_ev=8.3925 de_lowest_kcal_mol=12.8 charge=-1 lumo_energy_ha=0.1432 smiles="N#CC1(C(=O)[O-])CC1"
C -0.309601 1.580346 -1.792846 -2.94 1.41 -4.20
C 1.532163 2.039140 -0.321840 -0.66 -2.61 -0.81
C 0.340883 -0.452938 -0.484645 -1.73 0.05 0.26
C -0.417645 0.449688 0.536427 -1.48 -0.44 -0.64
C 0.283281 1.009125 -0.705808 0.96 0.22 2.96
N -0.796248 2.029622 -2.763326 0.98 -0.78 1.96
O 2.544559 1.809591 -0.931816 2.20 -0.62 -1.62
O 1.254873 2.827004 0.523230 -1.19 2.58 2.61
H 1.291540 -0.882184 -0.313174 0.83 -0.35 0.46
H -0.356981 -1.092576 -1.078459 0.74 0.61 0.38
H -1.567465 0.300848 0.568150 2.01 0.31 -0.39
H -0.058614 0.794518 1.525655 0.27 -0.39 -0.97

=====

# 5
11
Properties=species:S:1:pos:R:3:forces:R:3 method="wB97M-V/def2-TZVPD" e_tot_ha=-285.3094 gap_ev=9.5025 de_lowest_kcal_mol=66.0 charge=0 lumo_energy_ha=0.0180
O -0.119075 -2.011567 1.036330 -0.15 0.23 0.22
C -0.642876 -0.809933 0.921600 0.16 -0.32 -0.33
C -0.500272 -0.404682 -0.527554 -0.11 0.03 0.06
C 0.536630 0.732837 -0.590368 0.08 0.04 -0.05
C 0.258679 1.829068 0.346539 -0.10 0.84 0.62
N 0.080469 2.716281 1.066268 0.15 -0.84 -0.74
H -0.171767 -2.255593 1.973544 0.02 -0.07 -0.14
H -0.183796 -1.217139 -1.195740 -0.01 0.06 0.16
H -1.469812 -0.023632 -0.865056 0.09 0.01 0.09
H 1.533126 0.337355 -0.360283 -0.15 0.11 -0.05
H 0.571972 1.151815 -1.601390 0.03 -0.09 0.15

=====

# 6
14
Properties=species:S:1:pos:R:3:forces:R:3 method="wB97M-V/def2-TZVPD" e_tot_ha=-324.4961 gap_ev=9.2327 de_lowest_kcal_mol=143.3 charge=0 lumo_energy_ha=0.0154
O 1.425746 -0.213281 1.358073 -0.31 0.48 0.13
C 2.227307 -0.484976 -0.243052 0.27 -0.08 -0.11
C 1.026249 -0.106972 -0.900046 0.10 -0.01 0.49
C 0.382928 0.164948 0.219658 -0.15 -0.15 -0.10
C -0.955791 0.515144 0.720283 0.25 0.13 0.09
C -2.088465 0.356612 -0.219584 0.01 0.19 -0.22
N -1.967377 -0.533374 0.928385 0.04 -0.24 0.06
H 1.741989 0.605329 1.784038 -0.12 -0.26 -0.05
H 3.073307 0.202191 -0.170685 -0.09 -0.11 -0.16
H 2.503524 -1.531511 -0.105395 -0.04 0.12 -0.18
H -0.997709 1.302661 1.472056 0.00 -0.09 -0.13
H -1.832686 -0.024210 -1.205701 -0.07 0.05 0.15
H -2.913494 1.064954 -0.182678 0.15 -0.16 0.02
H -1.587501 -1.429977 0.631635 -0.03 0.13 0.01

=====

# 7
61
Properties=species:S:1:pos:R:3:forces:R:3 method="wB97M-V/def2-TZVPD" multiplicity=2 e_tot_ha=-3375.3044 gap_ev="3.6844 / 3.7453" de_lowest_kcal_mol=88.1 charge=0 lumo_energy_ha="-0.0187 / -0.0187" s2=0.767
P 1.249237 0.414474 -2.576807 1.96 2.79 -1.54
P 1.412442 -1.018875 0.478917 -1.04 1.95 -0.59
C 2.490638 -0.948969 -2.129074 -0.39 -0.07 -0.33
C 1.810191 -1.860807 -1.135023 -0.11 -0.12 0.77
H 3.453682 -0.564065 -1.766584 -0.42 0.04 0.11
H 2.689184 -1.498008 -3.059856 0.03 0.16 0.20
H 0.820032 -2.206561 -1.477190 0.45 -0.01 -0.24
H 2.414463 -2.747465 -0.891880 -0.06 0.06 -0.11
C 3.112794 -1.017677 1.231894 -0.31 0.09 0.31
H 2.977202 -1.063598 2.322122 0.28 0.04 -0.22
H 3.700528 -0.127749 0.980358 -0.23 -0.19 -0.01
H 3.632845 -1.925556 0.895808 -0.02 0.18 0.17
C 0.933872 -2.603030 1.330561 1.12 -1.41 1.07
H 1.768624 -3.197506 1.723244 -0.14 -0.80 0.29
H 0.461859 -3.262688 0.536815 0.19 0.34 0.40
H 0.355461 -2.226888 2.219051 0.55 -0.82 -0.68
C 2.115835 1.347832 -3.945657 -0.09 -0.49 -0.20
H 1.442017 2.163499 -4.230776 0.25 -0.03 0.01
H 2.223174 0.685900 -4.811996 0.10 0.16 0.09
H 3.102106 1.757566 -3.672022 -0.49 -0.27 0.05
C 0.405012 -0.784146 -3.805098 -0.29 -0.56 0.07
H -0.145049 -1.568383 -3.261588 -0.16 0.26 -0.32
H 1.161513 -1.291304 -4.417235 -0.14 0.12 0.14
H -0.266498 -0.227843 -4.473307 0.14 -0.27 0.24
Zn -1.219962 -2.493026 0.996203 -0.40 1.41 0.79
C 1.387154 1.310114 0.095085 -0.02 -1.48 0.57
C 2.003649 1.671590 -1.199774 -0.20 -0.31 -0.57
C 1.916348 3.173118 -1.549080 -0.41 0.01 -0.28
C 0.495428 3.731071 -1.893535 1.19 1.14 0.21
C -0.335531 2.813596 -2.646536 -0.88 -0.32 -0.45
C -0.476338 1.409935 -2.362945 -0.27 -1.19 0.36
C -0.917186 0.953355 -0.933940 -0.27 0.46 -0.32
C -0.103054 1.551914 0.222028 0.19 0.17 -0.05
C -3.053620 -2.153309 0.450387 -0.23 -0.56 -0.37
H 1.958170 1.614931 0.990044 -0.18 0.13 -0.17
H 3.074605 1.430907 -1.173438 -0.03 -0.03 -0.06
H 2.576723 3.429184 -2.391677 -0.10 -0.14 0.23
H 2.304807 3.692201 -0.670002 0.03 0.22 0.01
H 0.001977 4.122024 -0.979063 0.19 -0.12 -0.31
H 0.639996 4.588939 -2.581169 0.01 0.00 0.68
H -0.907933 3.267156 -3.463632 0.21 -0.50 0.08
H -1.112227 0.959413 -3.135076 -0.17 0.06 0.50
H -0.901279 -0.148352 -0.894766 0.26 0.16 0.03
H -1.970354 1.216658 -0.766089 0.01 0.07 -0.16
H -0.338462 2.628249 0.301393 -0.08 -0.31 0.13
H -0.486918 1.090749 1.152447 0.17 -0.04 -0.10
H -3.337012 -3.031702 -0.143995 -0.33 0.29 0.00
H -2.985329 -1.286873 -0.214500 -0.16 -0.09 0.11
H -3.804855 -1.985139 1.235686 0.36 -0.05 -0.17
O -1.236681 -2.142167 3.356907 -0.48 0.47 0.45
N -2.171898 -1.471817 4.018702 0.32 -0.54 -0.57
C -1.970539 -0.165303 4.351323 -0.43 -0.45 -0.07
C -2.994443 0.539385 4.962724 -0.10 -0.22 0.11
C -4.202070 -0.094262 5.258374 0.13 -0.19 -0.08
C -4.359377 -1.448870 4.938633 0.14 0.22 0.12
C -3.327063 -2.131221 4.323989 0.20 0.69 0.02
H -1.004404 0.272910 4.103309 -0.29 -0.39 -0.10
H -2.820242 1.583690 5.215094 -0.10 -0.27 -0.07
H -5.001496 0.456853 5.745780 0.13 -0.13 -0.11
H -5.269158 -2.001155 5.170989 0.21 0.27 -0.05
H -3.372589 -3.182900 4.045444 0.21 0.42 -0.01